# C55H47BrNO16

A 9-piece molecular cluster, C55H47BrNO16 overall at a distorted geometry (the ωB97M-V functional and the def2-TZVPD basis, the Open Molecules 2025 dataset).

Structure (XYZ):
```
120
C55H47BrNO16 (the ωB97M-V functional and the def2-TZVPD basis)
C 0.4183 -2.6522 -0.2297
C 1.2363 -1.3834 -0.5568
C 0.5788 -0.0582 -0.1472
Br 1.0844 0.4241 1.6896
C -0.9502 0.0347 -0.3546
C -1.5776 -0.6052 -1.6046
C -3.0520 -0.7643 -1.1870
N -2.9724 -1.0973 0.2587
C -1.8855 -0.2388 0.8718
H 0.2618 -3.2146 -1.1628
H -0.5586 -2.4664 0.2030
H 0.9759 -3.3347 0.4268
H 1.5361 -1.3530 -1.6151
H 2.1837 -1.4551 -0.0032
H 1.0184 0.7441 -0.7549
H -1.1019 1.1113 -0.5403
H -1.5795 0.0319 -2.4976
H -1.1801 -1.5719 -1.9333
H -3.5714 0.2046 -1.2548
H -3.6777 -1.4633 -1.7498
H -2.5766 -2.0553 0.2810
H -3.8541 -1.0751 0.7800
H -1.4647 -0.8192 1.6944
H -2.3171 0.7305 1.1286
C -6.9945 0.4978 2.5499
C -7.3049 0.9847 3.7495
C -6.4163 1.9557 4.4384
O -6.6908 2.3980 5.5298
C -5.1730 2.3667 3.7335
C -4.8682 1.8767 2.5345
C -5.7537 0.9015 1.8576
O -5.4748 0.4521 0.7553
H -7.6294 -0.2054 2.0268
H -8.2089 0.7027 4.2743
H -4.5425 3.0810 4.2476
H -3.9713 2.1693 2.0023
C -1.3583 -4.5911 2.8526
C -1.4310 -5.4929 3.8265
C -2.3904 -6.6244 3.7552
O -2.4497 -7.4506 4.6383
C -3.2784 -6.7057 2.5646
C -3.2053 -5.7945 1.5943
C -2.2349 -4.6837 1.6670
O -2.1266 -3.8584 0.7665
H -0.6594 -3.7686 2.8751
H -0.7947 -5.4509 4.7004
H -3.9672 -7.5361 2.5281
H -3.8362 -5.8346 0.7158
C -7.5064 -3.7930 3.6156
C -6.6370 -4.7326 3.2598
C -6.9914 -5.7667 2.2576
O -6.1867 -6.6227 1.9510
C -8.3493 -5.7169 1.6650
C -9.2192 -4.7721 2.0166
C -8.8651 -3.7346 3.0175
O -9.6487 -2.8669 3.3373
H -7.2710 -3.0350 4.3517
H -5.6429 -4.7958 3.6851
H -8.5855 -6.4842 0.9388
H -10.2152 -4.7139 1.5968
C -0.6300 -0.7623 6.1221
C -0.7570 -0.3282 7.3733
C -0.5115 -1.2304 8.5283
O -0.6299 -0.8372 9.6666
C -0.1165 -2.6312 8.2316
C 0.0101 -3.0614 6.9788
C -0.2381 -2.1608 5.8296
O -0.1234 -2.5525 4.6823
H -0.8008 -0.1221 5.2653
H -1.0401 0.6893 7.6109
H 0.0602 -3.2712 9.0864
H 0.2994 -4.0777 6.7431
C 4.1783 -0.1022 -4.4615
C 4.0015 -0.4247 -3.1835
C 4.6073 -1.6483 -2.6071
O 4.4445 -1.9359 -1.4388
C 5.4165 -2.5042 -3.5100
C 5.6024 -2.1776 -4.7871
C 5.0009 -0.9481 -5.3615
O 5.1724 -0.6419 -6.5223
H 3.7478 0.7881 -4.9006
H 3.4136 0.1848 -2.5080
H 5.8483 -3.3934 -3.0688
H 6.1946 -2.7832 -5.4613
C 5.4577 4.4489 -8.3570
C 5.2566 4.0835 -7.0935
C 5.8769 2.8554 -6.5461
O 5.6881 2.5211 -5.3901
C 6.7276 2.0470 -7.4480
C 6.9280 2.4088 -8.7125
C 6.3101 3.6398 -9.2664
O 6.4920 3.9736 -10.4164
H 5.0166 5.3418 -8.7810
H 4.6405 4.6567 -6.4117
H 7.1646 1.1530 -7.0239
H 7.5417 1.8316 -9.3918
C 6.2843 5.4389 -0.9986
C 7.4954 5.2294 -0.4886
C 8.3745 4.1495 -1.0089
O 9.4746 3.9568 -0.5387
C 7.8505 3.3138 -2.1178
C 6.6406 3.5263 -2.6309
C 5.7694 4.6045 -2.1101
O 4.6616 4.7869 -2.5805
H 5.6265 6.2182 -0.6340
H 7.8957 5.8256 0.3214
H 8.5046 2.5296 -2.4777
H 6.2185 2.9316 -3.4329
C 1.9024 6.5002 -2.1702
C 1.7055 5.2535 -1.7507
C 0.4428 4.8590 -1.0813
O 0.2573 3.7181 -0.7015
C -0.5930 5.9049 -0.8945
C -0.3963 7.1525 -1.3127
C 0.8680 7.5476 -1.9856
O 1.0448 8.6839 -2.3684
H 2.8189 6.8036 -2.6595
H 2.4514 4.4814 -1.8760
H -1.5069 5.5950 -0.4036
H -1.1372 7.9317 -1.1868
```

Output
- net charge = +1
- HOMO-LUMO gap (eV) = 7.4